DFT (ωB97M-V/def2-TZVPD) results for a 3-piece molecular cluster, C21H33F5NO14P3S2 overall.

Each line ends with the Löwdin charge.
CARTESIAN COORDINATES (ANGSTROEM)
C 0.776 -4.518 -1.090  -0.15
C 0.955 -3.262 -0.218  -0.43
P 1.948 -1.972 -1.090  1.04
C 2.932 -1.129 0.252  -0.24
C 0.847 -0.671 -1.798  -0.24
C 1.283 0.287 -2.622  -0.21
S 2.961 0.688 -3.029  0.75
O 2.967 1.118 -4.391  -0.24
O 3.938 -0.334 -2.815  -0.27
C 3.307 2.271 -2.083  -0.45
F 2.111 2.691 -1.597  0.09
F 3.767 3.181 -2.916  0.16
C 4.297 2.205 -0.883  -0.57
F 5.359 1.461 -1.104  0.20
F 4.735 3.462 -0.681  0.16
F 3.681 1.861 0.244  0.16
C 0.207 1.149 -3.285  -0.38
O 0.159 1.388 -4.456  0.16
C -0.846 1.628 -2.303  -0.43
S -1.534 3.254 -2.472  0.87
C -1.202 0.774 -1.338  -0.19
N -2.076 1.202 -0.302  0.05
C -1.368 1.888 0.767  -0.44
C 0.053 1.498 1.150  0.03
O -1.920 2.790 1.335  0.14
C -2.993 0.169 0.192  -0.40
C -2.541 -0.757 1.317  0.03
O -4.091 0.089 -0.288  0.15
C -0.633 -0.621 -1.433  -0.30
O -1.273 -1.623 -1.255  0.14
H 0.192 -5.256 -0.542  0.07
H 0.308 -4.236 -2.030  0.07
H 1.750 -4.979 -1.250  0.07
H 1.572 -3.576 0.629  0.07
H 0.012 -2.925 0.213  0.06
H 3.941 -0.995 -0.120  0.03
H 2.444 -0.181 0.474  0.01
H 2.889 -1.707 1.172  0.04
H -2.810 2.950 -2.791  -0.09
H 0.359 0.570 0.662  0.05
H 0.106 1.341 2.223  0.10
H 0.728 2.287 0.823  0.09
H -2.750 -0.326 2.294  0.10
H -3.041 -1.704 1.153  0.08
H -1.464 -0.893 1.214  0.06
C 2.413 5.953 2.314  -0.11
O 1.967 7.169 1.691  -0.24
P 1.908 7.176 0.017  0.54
O 3.245 7.752 -0.328  -0.25
O 0.704 8.237 -0.035  -0.25
C 0.822 9.460 0.684  -0.11
O 1.390 6.517 -1.392  -0.21
C 2.295 5.631 -2.063  -0.11
H 2.400 6.103 3.391  0.09
H 1.740 5.128 2.071  0.07
H 3.429 5.711 1.993  0.09
H 1.857 9.800 0.731  0.09
H 0.422 9.345 1.691  0.08
H 0.232 10.207 0.155  0.09
H 2.794 4.974 -1.358  0.05
H 3.035 6.207 -2.615  0.10
H 1.725 5.028 -2.766  0.08
C -5.081 -8.363 3.327  -0.12
O -3.862 -8.309 2.569  -0.27
P -3.538 -6.865 1.743  0.62
O -4.163 -7.387 0.470  -0.27
O -1.943 -7.054 1.772  -0.25
C -1.389 -8.339 1.503  -0.10
O -3.395 -5.297 1.212  -0.25
C -4.579 -4.674 0.706  -0.11
H -5.146 -9.345 3.789  0.09
H -5.078 -7.608 4.115  0.08
H -5.942 -8.212 2.672  0.09
H -2.001 -8.898 0.796  0.09
H -1.280 -8.903 2.428  0.09
H -0.403 -8.183 1.069  0.09
H -5.450 -4.906 1.317  0.08
H -4.752 -4.997 -0.317  0.09
H -4.418 -3.597 0.717  0.07

Values from the calculation:
HOMO: -9.1 eV
F_max: 8.54 eV/A
LUMO: -2.2 eV
electronic energy: -115586.6125 eV
net charge: 0
frontier orbital gap: 6.9345 eV
structure (SMILES): CCP(C)C1=C(S(=O)(=O)C(F)(F)C(F)(F)F)C(=O)C(S)=C(N(C(C)=O)C(C)=O)C1=O.COP(=O)(OC)OC.COP(=O)(OC)OC

***

DFT (ωB97M-V/def2-TZVPD) results for a 2-piece molecular cluster, C3H4BrO2S overall.

Each line ends with the Löwdin charge.
CARTESIAN COORDINATES (ANGSTROEM)
C -1.001 0.221 -0.077  -0.06
C 0.510 0.560 -0.376  -0.08
C 0.017 -0.865 -0.230  -0.71
O -0.546 -2.964 1.432  -0.50
O -0.009 -1.879 -1.149  -0.22
S 0.485 -2.382 0.570  1.09
Br 1.762 4.115 0.705  -0.88
H -1.311 0.635 0.931  0.13
H -1.521 0.431 -0.966  0.08
H 0.595 1.109 -1.309  0.10
H 1.019 1.019 0.469  0.05

Values from the calculation:
HOMO: -3.7 eV
F_max: 3.10 eV/A
LUMO: 2.4 eV
ΔE to the lowest compared entry with this formula, charge and spin: 34.73 kcal per mole
electronic energy: -88147.6380 eV
net charge: -1
frontier orbital gap: 6.1225 eV